114
Properties=species:S:1:pos:R:3:forces:R:3 method="wB97M-V/def2-TZVPD" de_lowest_kj_mol=0.0 e_homo_ev=-8.44 lumo_energy_ev=-0.444 e_tot_ha=-7382.130525 multiplicity=1
Cu 2.04405 -1.33620 -0.22973 -0.1 -0.2 -0.3
Cu -2.99231 -0.63145 0.16742 -0.1 0.0 -0.1
Cu -0.63713 1.42768 2.63455 0.8 -0.2 -0.7
P -0.25797 0.03658 0.29032 -0.4 -1.1 0.9
O 0.01127 -0.47574 1.73904 0.6 -0.2 0.8
O -1.45308 0.98576 0.52820 0.0 1.0 -0.1
O -0.74138 -1.17520 -0.52879 0.7 0.1 -0.5
O 1.03610 0.64647 -0.29192 -0.3 -0.4 0.2
C -3.47045 -5.19829 -0.78668 0.6 -0.2 -1.4
C -2.30872 -4.19367 -0.89467 -0.7 -1.4 1.5
O -2.71580 -2.85378 -0.83921 -0.3 0.2 -0.7
H -3.97916 -5.28244 0.16813 -0.1 0.4 0.0
H -3.03827 -6.17542 -1.03492 0.2 -0.1 0.5
H -4.12875 -5.08873 -1.65449 -0.5 0.4 0.5
H -1.77100 -4.51103 -1.79309 0.3 0.7 -0.1
H -1.70477 -4.39189 0.00295 0.5 0.0 -0.3
H -1.90818 -2.29926 -0.87328 0.0 -0.1 0.1
C -3.93358 -2.85361 3.76883 -0.7 0.6 0.4
C -2.60170 -2.72564 3.06380 -0.3 0.0 0.7
O -2.55879 -1.49986 2.33454 0.2 0.0 -0.5
H -3.95119 -3.51091 4.63989 0.4 -0.3 -0.3
H -4.73806 -3.16973 3.10337 0.1 0.0 -0.1
H -4.22507 -1.88710 4.19177 0.1 0.1 -0.2
H -2.46252 -3.61604 2.44384 0.3 0.2 -0.2
H -1.80871 -2.64247 3.81057 0.1 -0.4 0.0
H -1.60452 -1.30356 2.19687 -0.1 0.2 -0.1
C -5.47184 3.76503 0.28879 0.7 -0.5 0.3
C -4.32418 2.90526 0.85427 -0.1 1.5 1.0
O -3.86420 2.00381 -0.10075 -0.3 -0.5 -0.4
H -6.11131 3.10062 -0.28950 -0.2 0.2 -0.1
H -5.07636 4.57718 -0.31875 -0.1 -0.2 -0.3
H -6.04106 4.22374 1.09694 -0.1 -0.1 0.0
H -4.65082 2.48670 1.81811 -0.2 -0.8 -0.4
H -3.52531 3.57665 1.20662 0.2 0.1 -0.4
H -2.94711 1.72371 0.07317 0.1 0.3 0.2
C 4.05973 4.32341 1.31065 -0.1 -1.0 -0.1
C 4.32318 3.14764 0.35949 0.4 1.3 -0.8
O 3.62078 1.98593 0.74388 -0.3 0.1 -0.2
H 3.02282 4.62445 1.15486 0.0 0.1 0.2
H 4.72077 5.16831 1.13223 0.1 0.0 0.0
H 4.17301 3.94482 2.32872 0.1 0.3 0.1
H 5.37738 2.91693 0.19744 0.1 -0.3 0.8
H 4.06210 3.51641 -0.64193 -0.5 -0.4 0.0
H 2.70056 2.10622 0.45731 0.2 -0.2 0.0
C 2.57424 -3.54594 -3.57832 0.4 0.7 -0.8
C 1.16670 -3.10339 -3.25182 0.7 -0.5 0.5
O 1.16792 -2.80493 -1.85504 -0.3 0.2 0.7
H 2.93207 -4.44946 -3.09118 -0.3 0.0 0.3
H 3.21854 -2.69529 -3.33999 0.2 -0.2 0.2
H 2.68909 -3.70095 -4.65656 -0.1 -0.1 0.0
H 0.47851 -3.93067 -3.45291 -0.3 0.3 0.0
H 0.93334 -2.20886 -3.83107 -0.2 -0.1 -0.1
H 0.36295 -2.32450 -1.57261 -0.1 -0.1 -0.2
C 1.97435 -4.82726 2.35321 0.1 0.0 -0.2
C 1.03075 -3.65031 2.28706 -0.3 0.0 -0.5
O 1.78051 -2.56406 1.74339 -0.1 1.1 0.0
H 1.52728 -5.74041 2.74442 -0.1 0.1 0.0
H 2.83991 -4.56830 2.96344 -0.1 0.0 0.1
H 2.35750 -5.01082 1.34836 -0.1 -0.2 0.0
H 0.58705 -3.37867 3.24755 0.4 0.1 0.3
H 0.15038 -3.79804 1.65177 0.1 -0.4 -0.2
H 1.21517 -1.75723 1.86793 0.0 -0.2 0.1
C 0.48041 5.14962 -2.03610 0.3 -0.4 -0.3
C -0.01208 3.82025 -1.49777 -1.0 0.0 0.5
O 0.89500 3.30976 -0.54312 0.8 -0.4 -0.2
H -0.32733 5.75508 -2.44590 0.0 0.0 0.1
H 1.17324 4.92640 -2.85221 0.1 0.3 0.1
H 1.02442 5.69716 -1.26826 -0.1 0.1 0.1
H -0.20536 3.13466 -2.33402 0.3 -0.1 0.1
H -0.97838 3.91623 -0.97374 0.0 0.2 -0.3
H 0.91997 2.32585 -0.57384 -0.3 0.4 0.1
C 4.25065 0.40318 -4.00339 1.2 -1.0 0.3
C 2.99548 0.95887 -3.37590 -0.1 -0.4 -0.8
O 2.56287 0.04774 -2.36789 0.1 0.6 0.0
H 4.98309 0.07894 -3.25240 -0.2 0.6 0.4
H 4.81271 1.04338 -4.68390 -0.4 0.3 -0.1
H 4.11191 -0.56413 -4.49866 -0.6 0.3 -0.3
H 2.22119 1.02703 -4.15175 -0.1 0.0 0.0
H 3.11851 1.98267 -3.01056 0.2 -0.1 0.3
H 2.01671 0.56653 -1.75044 -0.2 -0.4 0.0
C -1.45484 0.83641 -4.45205 0.0 -0.2 -0.3
C -2.57305 0.06025 -3.77091 -0.5 0.9 1.4
C -2.63620 -1.42123 -4.09290 0.2 0.7 -0.7
O -3.10311 -1.61533 -5.41863 -0.5 0.0 0.2
C -3.03926 -2.96659 -5.79322 0.6 -0.2 -0.2
N -2.47958 0.19289 -2.28673 -0.3 -0.3 -0.5
H -0.49629 0.64404 -3.96198 0.1 -0.1 -0.1
H -1.66717 1.90470 -4.38089 0.1 0.0 0.0
H -1.40575 0.58354 -5.51404 0.1 0.0 0.0
H -3.48752 0.63360 -3.94992 -0.3 -0.8 -0.7
H -3.24559 -1.92829 -3.34239 0.0 -0.2 -0.1
H -1.60052 -1.78785 -4.09866 0.1 -0.3 0.5
H -3.74169 -3.62915 -5.27791 -0.2 0.3 0.1
H -2.03391 -3.35923 -5.58599 0.0 -0.1 -0.1
H -3.20200 -3.03036 -6.86683 -0.1 0.0 0.0
H -1.66456 -0.30914 -1.95355 0.3 0.4 0.0
H -2.39404 1.18680 -2.10529 0.2 -0.1 0.4
C 3.58653 0.96035 4.73562 0.4 0.5 -0.4
C 2.16203 1.50877 4.56392 0.2 -0.8 0.9
C 1.83132 2.83631 5.25994 0.6 -0.7 -0.3
O 1.96410 2.64760 6.64823 0.1 0.0 0.3
C 1.80567 3.86282 7.34699 -0.5 0.4 -0.5
N 1.72860 1.48361 3.16666 -1.4 -0.2 0.6
H 3.78616 0.55279 5.72608 0.0 0.6 0.2
H 4.29626 1.73887 4.43803 0.2 -0.1 0.4
H 3.80862 0.12024 4.07185 -0.5 0.1 -0.2
H 1.56537 0.77078 5.11358 -0.5 0.1 -0.2
H 0.79766 3.06846 4.97553 0.0 0.3 0.1
H 2.51843 3.63903 4.96398 -0.2 0.1 -0.3
H 2.36799 4.66590 6.85746 0.3 -0.1 0.2
H 2.09655 3.75804 8.38657 0.1 -0.2 0.0
H 0.76268 4.20208 7.30174 -0.1 -0.1 0.1
H 2.44291 1.79361 2.51778 0.1 0.1 -0.1
H 1.52647 0.50424 2.99128 0.3 0.0 -0.7

***

15
Properties=species:S:1:pos:R:3:forces:R:3 method="wB97M-V/def2-TZVPD" de_lowest_kj_mol=241.7 e_homo_ev=-9.38 lumo_energy_ev=1.012 e_tot_ha=-287.740380 multiplicity=1
C 2.18837 0.55742 -0.01146 0.3 0.0 0.0
O 0.78932 0.52124 0.12898 0.0 0.0 0.0
C 0.27241 -0.78477 0.23817 -0.1 -0.2 0.0
C -1.23062 -0.73144 0.09239 0.1 -0.2 0.1
C -1.97217 0.49428 0.45058 -0.1 0.1 0.3
N -1.81145 0.10100 -0.95240 0.1 0.1 -0.2
H 2.49453 0.36730 -1.05061 -0.1 0.0 0.1
H 2.67852 -0.18072 0.63790 -0.1 0.1 0.0
H 2.52238 1.55582 0.28074 0.0 -0.1 -0.1
H 0.54848 -1.22444 1.21184 -0.1 0.1 -0.1
H 0.69158 -1.43395 -0.54904 0.0 0.1 0.1
H -1.71677 -1.69838 0.21852 0.1 0.1 0.0
H -1.39071 1.33792 0.81288 -0.1 -0.1 -0.1
H -2.98660 0.42317 0.83521 0.2 0.0 -0.1
H -1.06741 0.66392 -1.36126 -0.1 0.0 0.0

***

104
Properties=species:S:1:pos:R:3:forces:R:3 method="wB97M-V/def2-TZVPD" e_homo_ev=-9.36 lumo_energy_ev=-0.027 e_tot_ha=-3416.041320 multiplicity=1
C 6.76517 25.49546 2.94456 -0.9 0.0 0.9
C 5.99038 25.29440 1.63853 -0.7 0.3 0.9
O 4.82261 24.87671 1.63329 1.0 0.0 0.0
N 6.64767 25.66715 0.53989 0.6 0.1 0.1
C 6.14609 25.51176 -0.79252 -0.4 0.4 -0.2
H 6.04067 25.59502 3.75282 -0.4 -0.1 -0.2
H 7.33425 26.41729 3.06488 0.4 -0.2 -0.7
H 7.33288 24.62060 3.26146 0.4 0.0 -0.4
H 7.60967 25.96598 0.61305 0.2 0.1 0.3
H 6.26448 24.47985 -1.12306 -0.2 0.2 -0.4
H 6.67132 26.22467 -1.42812 0.2 -0.3 -0.1
H 5.10240 25.82229 -0.84132 -0.1 -0.4 0.1
C 11.33035 20.69200 -2.69409 -0.7 -0.2 0.1
C 12.10746 20.93064 -1.45035 -0.3 1.8 0.9
O 11.69087 21.73653 -0.58825 1.0 -1.4 -0.7
N 13.26418 20.24552 -1.39770 -0.7 -0.6 0.2
C 14.23108 20.27451 -0.33171 1.2 0.6 0.0
H 11.94384 20.11432 -3.38548 -0.6 0.1 -0.4
H 10.87237 21.59223 -3.10390 0.8 0.2 -0.2
H 10.42326 20.18080 -2.37167 0.1 -0.7 -0.2
H 13.45076 19.65123 -2.19275 0.1 0.1 0.3
H 14.82945 19.36624 -0.26031 -0.5 -0.3 -0.1
H 13.84245 20.51368 0.65817 -0.4 0.0 -0.3
H 14.96251 21.02908 -0.62109 0.1 0.3 0.4
C 11.40617 24.75506 1.67519 -0.2 -1.1 -1.1
C 10.46725 25.09617 0.51703 -0.9 3.1 1.2
O 9.72717 26.09906 0.59947 0.2 -0.8 0.1
N 10.45474 24.32526 -0.54288 0.1 -2.2 -1.1
C 9.50440 24.22774 -1.65018 0.9 1.1 -0.3
H 11.99506 23.90992 1.31878 0.2 -0.2 0.5
H 10.73779 24.43526 2.47463 0.2 0.0 0.2
H 12.10489 25.51263 2.03014 -0.5 0.3 -0.3
H 10.98530 23.46594 -0.52981 0.5 0.0 0.4
H 8.60856 24.83583 -1.52452 -0.1 -0.6 0.4
H 9.40027 23.16528 -1.87027 -0.6 0.3 0.2
H 9.96765 24.65518 -2.53945 0.1 0.1 -0.2
C 4.36511 21.22368 -3.96305 0.0 0.6 1.3
C 4.54206 22.17178 -2.69690 -0.4 -1.9 -2.0
O 4.97380 23.28096 -2.80485 0.4 1.7 -0.3
N 4.20874 21.66104 -1.48928 -0.5 -0.2 0.0
C 4.22007 22.54204 -0.35851 0.6 0.2 1.9
H 3.40488 21.25638 -4.47782 -0.4 0.2 0.7
H 4.49531 20.21826 -3.56270 0.2 -0.2 -0.6
H 5.03561 21.51608 -4.77116 0.5 -0.2 0.5
H 4.25807 20.66757 -1.31412 -0.3 0.2 -0.2
H 3.83536 23.55683 -0.45997 -0.2 -0.3 -0.7
H 5.21259 22.70256 0.06251 0.4 0.0 -0.3
H 3.70556 22.10526 0.49742 -0.4 -0.2 -0.3
C 7.87218 21.77452 -0.15705 0.8 -1.3 -0.8
C 7.89025 22.25697 1.25514 -0.7 1.5 -0.2
O 9.05430 21.66418 1.87162 0.4 0.1 2.7
C 9.31660 21.71155 3.24899 -3.7 2.4 -0.8
O 8.60346 22.20040 4.12916 1.6 -1.4 -2.6
C 10.67858 21.17199 3.59329 -0.2 1.3 0.8
F 11.39744 22.16366 4.14494 0.2 0.3 -0.2
F 10.51406 20.28186 4.54703 0.1 -1.4 0.5
F 11.31963 20.69917 2.57400 0.8 -0.8 -0.8
H 7.47857 22.45846 -0.90898 -0.7 -0.1 0.4
H 7.50233 20.75205 -0.23360 -0.6 0.1 -0.2
H 8.89420 21.63893 -0.51089 0.4 0.2 0.4
H 6.93636 22.21193 1.78065 0.1 -1.3 0.5
H 7.87541 23.34373 1.17247 1.4 0.4 0.4
C 4.59166 21.59106 3.89424 -1.3 -0.9 0.0
C 3.06477 21.61540 3.57363 -0.1 1.1 -1.7
O 2.34480 20.38368 3.79404 2.6 -1.0 1.6
C 1.11279 20.23671 3.52085 -3.9 2.7 -2.5
O 0.34225 21.12366 3.06707 2.3 -2.8 1.7
C 0.60521 18.74503 3.62148 0.0 1.5 0.9
F 1.62937 17.91695 3.90651 -0.8 0.0 -0.8
F -0.29857 18.62440 4.60532 0.2 0.0 0.1
F -0.04178 18.48645 2.48979 0.7 -0.8 -0.1
H 5.02664 22.58908 3.84078 -0.4 0.1 0.2
H 5.12641 20.99439 3.15523 -0.1 -0.1 -0.1
H 4.76218 21.11404 4.85937 0.1 0.3 0.1
H 2.92286 21.75530 2.50200 0.3 0.2 -0.2
H 2.47443 22.44809 3.95603 0.3 -0.1 0.7
C 9.83111 18.58779 8.27580 0.5 0.4 0.3
C 10.18640 17.68208 7.11836 -0.6 0.4 -0.2
O 11.42695 16.96519 7.37387 -0.2 0.9 2.2
C 11.98784 16.18080 6.52814 -2.3 -1.9 -4.2
O 11.61865 16.02916 5.35423 1.0 0.6 2.2
C 13.02490 15.15706 7.04405 0.4 2.1 0.1
F 13.39098 15.55507 8.31621 -0.2 -1.6 -1.3
F 12.55481 13.90476 6.94459 0.7 1.1 0.8
F 14.09384 15.30399 6.22412 -0.3 -0.7 0.9
H 8.96816 19.20252 8.01983 -0.1 -0.2 -0.3
H 10.63831 19.30084 8.44339 0.1 -0.1 0.3
H 9.57001 18.07642 9.20231 0.3 -0.2 -0.1
H 10.28437 18.32183 6.24131 0.2 -0.4 -0.2
H 9.34731 16.99646 7.00020 0.4 -0.5 -0.4
C 7.28003 18.20124 4.04070 1.2 -1.9 0.7
C 7.47908 16.77979 3.37766 -1.5 1.3 -0.8
O 7.84613 15.82329 4.37825 0.7 -0.6 1.0
C 7.90386 14.53273 4.05967 -1.7 -0.5 -4.2
O 7.53710 14.07534 2.95877 1.3 1.1 3.2
C 8.39694 13.57438 5.15081 2.7 0.0 1.7
F 7.80283 12.39656 5.10474 -0.5 0.6 0.1
F 9.75706 13.29505 5.08674 -1.4 0.5 -0.9
F 8.30798 14.14489 6.38215 -0.9 -0.4 -0.6
H 6.71979 18.01382 4.95673 -0.3 0.1 0.0
H 6.76919 18.97983 3.47418 0.2 -0.4 -0.4
H 8.26187 18.51945 4.39119 0.0 0.5 -0.2
H 8.16929 16.72903 2.53556 0.3 0.2 0.3
H 6.50919 16.52360 2.95129 0.0 -0.5 0.1